No. 1
Below is a structure of composition C31H68LiN3O5 at a distorted geometry, with properties calculated with wB97M-V/def2-TZVPD.

## Properties
DFT total energy   -48151.5562 eV
Net charge   0
Orbital gap   4.74 eV
LUMO   0.292 eV
2S+1   1

The geometry in XYZ format:
```
108
Properties=species:S:1:pos:R:3:lowdin_charge:R:1
Li -1.845 0.422 -1.423 0.61
C 0.385 -2.520 -3.016 -0.03
C -0.097 -1.085 -3.092 -0.44
C 0.201 -0.336 -4.348 -0.14
C -0.745 -0.638 -5.551 -0.16
C -2.146 -0.277 -5.125 -0.12
C -2.622 -1.229 -3.976 -0.45
N -1.628 -1.182 -2.878 -0.33
O -1.989 -1.438 -1.704 -0.31
C -2.902 -2.684 -4.462 -0.03
C -3.932 -0.655 -3.433 -0.05
C 0.564 -0.328 -1.917 -0.03
H 0.061 -3.311 -3.832 0.12
H 0.145 -3.017 -2.059 0.08
H 1.386 -2.518 -3.185 0.03
H 1.279 -0.473 -4.528 0.13
H 0.275 0.664 -4.178 0.04
H -0.594 -1.702 -5.785 0.10
H -0.325 -0.147 -6.452 0.12
H -2.693 -0.409 -6.037 0.11
H -1.931 0.738 -4.796 0.09
H -1.939 -3.151 -4.788 0.06
H -3.319 -2.947 -5.409 0.06
H -3.130 -3.363 -3.672 0.07
H -4.210 -0.982 -2.436 0.07
H -4.775 -0.802 -4.122 0.09
H -3.870 0.412 -3.267 0.05
H 0.583 0.757 -2.094 0.06
H 1.636 -0.516 -1.969 0.10
H 0.249 -0.576 -0.987 0.01
C -0.359 3.551 -3.844 -0.04
C -0.917 2.924 -2.600 -0.31
O -1.728 1.834 -2.913 -0.13
H 0.379 4.295 -3.663 0.07
H -1.080 4.008 -4.459 0.07
H 0.159 2.838 -4.484 0.08
H -1.547 3.599 -2.159 0.08
H -0.117 2.540 -1.973 0.09
H -2.225 2.055 -3.714 0.09
C -3.272 2.646 0.036 -0.08
C -3.328 1.432 0.973 -0.32
O -2.824 0.297 0.356 -0.10
H -3.797 2.499 -0.866 0.05
H -2.261 2.821 -0.249 0.02
H -3.712 3.640 0.422 0.12
H -4.437 1.294 1.206 0.14
H -2.926 1.751 1.980 0.11
H -3.295 -0.428 0.696 0.08
C 1.858 -5.155 3.566 -0.02
C 0.737 -4.159 3.997 -0.42
C 1.198 -3.083 5.006 -0.11
C 1.979 -2.038 4.180 -0.18
C 1.167 -1.454 3.057 -0.14
C 0.469 -2.398 2.108 -0.51
N 0.023 -3.613 2.762 -0.20
O -0.326 -4.584 2.039 0.03
C 1.380 -2.700 0.945 -0.01
C -0.806 -1.875 1.476 -0.04
C -0.351 -5.042 4.683 -0.04
H 2.485 -5.385 4.415 0.08
H 2.533 -4.624 2.938 0.06
H 1.460 -6.031 3.072 0.08
H 1.873 -3.465 5.682 0.08
H 0.351 -2.660 5.633 0.14
H 2.830 -2.464 3.648 0.10
H 2.562 -1.264 4.714 0.12
H 1.723 -0.692 2.532 0.09
H 0.298 -0.955 3.543 0.13
H 0.445 -4.691 1.507 0.07
H 2.332 -2.819 1.390 0.07
H 1.486 -1.835 0.240 0.09
H 1.105 -3.513 0.286 0.09
H -1.216 -2.401 0.641 0.07
H -0.661 -0.915 0.954 0.05
H -1.661 -1.934 2.153 0.10
H -1.297 -4.585 4.716 0.07
H -0.069 -5.277 5.749 0.10
H -0.441 -5.974 4.227 0.05
C 3.049 4.829 0.199 -0.03
C 2.573 3.460 0.740 -0.46
C 3.539 2.969 1.845 -0.11
C 2.922 1.805 2.645 -0.17
C 1.597 2.346 3.226 -0.10
C 0.602 2.673 2.095 -0.48
N 1.159 3.617 1.065 -0.25
O 0.439 4.127 0.253 0.05
C -0.544 3.432 2.789 -0.03
C 0.046 1.450 1.521 -0.05
C 2.645 2.350 -0.365 -0.01
H 2.839 4.907 -0.876 0.07
H 4.221 4.849 0.143 0.13
H 2.665 5.746 0.679 0.10
H 3.798 3.843 2.472 0.13
H 4.422 2.456 1.503 0.11
H 3.508 1.498 3.473 0.10
H 2.871 0.933 2.143 0.05
H 1.924 3.270 3.732 0.13
H 1.177 1.784 3.992 0.09
H 1.048 4.407 -0.402 0.08
H -0.920 2.915 3.748 0.12
H -1.417 3.564 2.103 0.07
H -0.239 4.414 3.111 0.08
H -0.612 1.707 0.621 0.10
H -0.588 0.978 2.243 0.08
H 0.873 0.754 1.153 0.09
H 2.370 1.421 -0.019 0.03
H 3.728 2.128 -0.739 0.13
H 2.056 2.648 -1.175 0.04
```

No. 2
Below is a cluster of 5 separate species, C31H69IN4O3Si in total, with properties calculated with wB97M-V/def2-TZVPD.

## Properties
DFT total energy   -61347.2845 eV
Net charge   0
Orbital gap   7.12 eV
LUMO   -1.054 eV
SMILES   C[Si](C)(C)C1=C(I)C(=O)OC1=O.CCN(CC)CC.CCN(CC)CC.CCN(CC)CC.CCN(CC)CC
2S+1   1

The geometry in XYZ format:
```
109
Properties=species:S:1:pos:R:3:lowdin_charge:R:1
C -7.063 -1.546 3.595 -0.17
Si -7.094 -0.054 2.478 0.53
C -5.914 1.214 3.190 -0.18
C -6.656 -0.577 0.740 -0.16
C -8.896 0.538 2.418 -0.17
C -9.504 1.722 2.296 -0.65
I -8.743 3.620 2.118 1.01
C -10.987 1.544 2.266 -0.51
O -11.853 2.334 2.081 0.15
O -11.225 0.200 2.432 0.14
C -10.013 -0.466 2.411 -0.43
O -9.965 -1.652 2.328 0.16
H -6.058 -1.968 3.619 0.04
H -7.309 -1.238 4.615 0.04
H -7.777 -2.308 3.294 0.03
H -5.373 0.730 4.006 0.03
H -5.181 1.507 2.437 0.03
H -6.380 2.112 3.588 -0.01
H -7.090 -1.568 0.584 0.04
H -5.574 -0.658 0.633 0.02
H -7.058 0.085 -0.026 0.04
C -1.419 5.006 2.649 -0.09
C -2.353 5.113 1.453 -0.28
N -3.699 5.511 1.826 -0.20
C -4.672 5.376 0.756 -0.26
C -4.494 6.239 -0.499 -0.08
C -3.789 6.733 2.610 -0.25
C -3.182 8.015 2.022 -0.08
H -1.836 4.342 3.407 0.08
H -0.456 4.608 2.330 0.07
H -1.229 5.976 3.108 0.06
H -2.429 4.136 0.968 0.11
H -1.897 5.788 0.711 0.10
H -5.657 5.575 1.187 0.10
H -4.686 4.325 0.450 0.11
H -4.731 7.286 -0.316 0.06
H -5.166 5.886 -1.283 0.07
H -3.478 6.181 -0.890 0.07
H -3.319 6.545 3.577 0.10
H -4.846 6.899 2.829 0.11
H -2.185 7.840 1.616 0.07
H -3.087 8.767 2.807 0.07
H -3.796 8.443 1.233 0.05
C -1.766 -3.368 -3.547 -0.09
C -1.418 -2.333 -2.488 -0.28
N -2.506 -1.413 -2.212 -0.20
C -2.101 -0.256 -1.434 -0.24
C -1.613 -0.488 0.002 -0.08
C -3.763 -2.030 -1.827 -0.24
C -3.759 -2.954 -0.601 -0.08
H -2.122 -2.882 -4.456 0.08
H -0.880 -3.953 -3.794 0.07
H -2.533 -4.066 -3.207 0.07
H -0.574 -1.737 -2.846 0.12
H -1.060 -2.856 -1.586 0.09
H -2.942 0.444 -1.418 0.11
H -1.304 0.243 -1.994 0.11
H -2.429 -0.734 0.681 0.05
H -1.140 0.418 0.381 0.07
H -0.875 -1.288 0.053 0.05
H -4.140 -2.595 -2.682 0.10
H -4.487 -1.225 -1.672 0.10
H -2.930 -3.662 -0.622 0.07
H -4.683 -3.536 -0.577 0.07
H -3.705 -2.399 0.334 0.04
C 1.294 -4.845 -0.702 -0.08
C 2.729 -4.369 -0.867 -0.27
N 2.827 -2.927 -1.002 -0.20
C 4.129 -2.471 -1.451 -0.25
C 5.335 -2.704 -0.532 -0.08
C 2.204 -2.153 0.058 -0.25
C 2.670 -2.398 1.499 -0.07
H 0.672 -4.450 -1.506 0.06
H 1.253 -5.934 -0.736 0.08
H 0.865 -4.532 0.251 0.07
H 3.141 -4.800 -1.784 0.12
H 3.336 -4.772 -0.040 0.10
H 4.049 -1.403 -1.671 0.11
H 4.325 -2.961 -2.409 0.11
H 5.330 -2.037 0.329 0.06
H 6.258 -2.514 -1.084 0.05
H 5.378 -3.732 -0.169 0.07
H 1.127 -2.331 0.012 0.08
H 2.334 -1.098 -0.193 0.12
H 2.734 -3.463 1.727 0.07
H 1.954 -1.958 2.196 0.07
H 3.641 -1.951 1.704 0.06
C 9.632 0.083 -3.979 -0.09
C 9.212 -0.822 -2.831 -0.28
N 10.252 -1.750 -2.429 -0.20
C 9.777 -2.810 -1.560 -0.25
C 9.245 -2.427 -0.174 -0.09
C 11.526 -1.150 -2.074 -0.25
C 11.540 -0.102 -0.952 -0.08
H 9.999 -0.507 -4.819 0.08
H 8.778 0.671 -4.317 0.07
H 10.414 0.785 -3.685 0.06
H 8.358 -1.425 -3.153 0.11
H 8.847 -0.195 -2.000 0.10
H 10.586 -3.537 -1.446 0.11
H 8.981 -3.331 -2.102 0.11
H 10.044 -2.151 0.514 0.06
H 8.721 -3.278 0.264 0.07
H 8.536 -1.600 -0.226 0.06
H 11.945 -0.694 -2.974 0.10
H 12.208 -1.965 -1.819 0.11
H 10.740 0.629 -1.074 0.07
H 12.486 0.442 -0.970 0.07
H 11.439 -0.549 0.036 0.05
```

No. 3
Below is a structure of composition C31H70BeBr3ClF4N6NaO7P at a distorted geometry, with properties calculated with wB97M-V/def2-TZVPD.

## Properties
DFT total energy   -304157.8576 eV
Net charge   0
Orbital gap   1.63 eV
LUMO   -5.352 eV
2S+1   1

The geometry in XYZ format:
```
125
Properties=species:S:1:pos:R:3:lowdin_charge:R:1
C 3.951 -1.476 2.449 -0.08
C 4.112 -1.141 0.818 -0.20
N 3.427 0.184 0.597 -0.16
C 4.108 1.085 -0.375 -0.11
C 3.260 1.553 -1.692 -0.17
C 2.591 3.036 -1.629 -0.17
F 1.122 3.106 -1.763 0.00
F 2.923 3.815 -0.378 0.00
C 3.198 3.999 -2.856 -0.09
F 2.600 3.710 -4.179 -0.04
F 4.688 4.067 -2.849 -0.02
N 2.343 0.409 -2.064 -0.44
Br 1.612 0.567 -3.823 0.96
C 1.313 0.034 -1.022 -0.28
P 0.593 -1.713 -1.496 0.73
N -0.739 -1.454 -2.438 -0.22
O 0.027 -2.628 -0.130 -0.61
O 1.682 -2.677 -2.450 -0.23
C 1.937 0.098 0.486 -0.24
C 1.228 1.259 1.461 -0.10
C -0.411 1.140 1.520 -0.16
C -0.980 2.704 1.394 -0.17
C -1.037 3.281 2.933 -0.24
C -2.542 3.704 3.431 -0.20
C -3.727 2.635 2.992 -0.18
C -4.617 3.168 1.681 -0.20
C -4.657 1.995 0.536 -0.24
C -6.034 2.062 -0.411 -0.19
C -5.979 0.706 -1.351 -0.31
C -7.513 0.148 -1.490 -0.15
C -7.858 -1.182 -0.597 -0.23
O -6.824 -1.572 0.373 -0.37
C -7.052 -3.026 0.646 -0.35
H 4.761 -0.808 2.983 0.09
H 2.894 -1.104 2.859 0.09
H 4.172 -2.598 2.708 0.08
H 3.530 -2.003 0.256 0.11
H 5.268 -1.151 0.619 0.14
H 5.060 0.494 -0.792 0.13
H 4.584 1.985 0.249 0.14
H 4.058 1.602 -2.581 0.17
H 2.833 5.098 -2.564 0.17
H 2.982 -0.440 -2.148 0.12
H 0.367 0.755 -1.125 0.15
H -0.848 -0.401 -2.526 -0.07
H -0.894 -2.963 -0.340 0.01
H 2.548 -2.877 -1.966 0.08
H 1.625 -0.928 1.014 0.14
H 1.609 0.984 2.559 0.14
H 1.624 2.338 1.250 0.11
H -0.887 0.521 0.644 0.11
H -0.839 0.717 2.523 0.10
H -0.220 3.409 0.803 0.11
H -1.992 2.771 0.811 0.09
H -0.348 4.249 3.031 -0.14
H -0.608 2.517 3.731 0.13
H -2.735 4.801 3.021 0.12
H -2.557 3.778 4.614 0.12
H -3.223 1.607 2.671 0.11
H -4.443 2.426 3.894 0.11
H -3.975 4.071 1.238 0.11
H -5.673 3.570 1.998 0.11
H -3.760 2.056 -0.249 0.05
H -4.536 0.936 1.055 0.12
H -6.948 2.107 0.318 0.12
H -5.895 3.003 -1.093 0.12
H -5.646 1.064 -2.435 -0.06
H -5.187 -0.084 -1.010 0.07
H -7.723 -0.014 -2.633 0.11
H -8.226 1.027 -1.115 0.12
H -8.183 -2.027 -1.340 0.12
H -8.827 -0.909 0.044 0.13
H -6.891 -3.697 -0.323 0.08
H -6.304 -3.453 1.465 -0.12
H -8.159 -3.213 1.043 0.10
Cl -4.827 -2.638 1.505 0.03
Na -3.927 -3.834 -0.828 0.53
C 5.475 -1.482 -3.312 -0.12
C 6.682 -1.783 -4.188 -0.26
C 7.132 -0.589 -5.031 -0.22
C 6.107 -0.078 -6.051 -0.23
C 5.620 -1.113 -7.068 -0.27
C 6.728 -1.649 -7.961 -0.11
H 4.593 -1.238 -3.911 0.05
H 5.227 -2.355 -2.700 0.07
H 5.680 -0.644 -2.639 0.06
H 6.465 -2.646 -4.827 0.11
H 7.513 -2.082 -3.538 0.11
H 8.060 -0.859 -5.552 0.11
H 7.394 0.239 -4.361 0.11
H 6.551 0.768 -6.590 0.11
H 5.239 0.327 -5.519 0.09
H 4.861 -0.641 -7.703 0.11
H 5.122 -1.945 -6.560 0.10
H 7.217 -0.837 -8.508 0.08
H 6.314 -2.349 -8.694 0.07
H 7.488 -2.185 -7.385 0.07
C -0.203 -3.326 2.840 -0.15
C -0.759 -2.613 4.040 -0.53
O -0.997 -1.407 4.033 0.01
N -0.999 -3.348 5.164 -0.01
C -0.784 -4.762 5.363 -0.07
H -0.063 -2.615 2.021 0.02
H 0.767 -3.767 3.084 0.07
H -0.901 -4.100 2.510 0.02
H -1.372 -2.802 5.932 0.13
H -1.742 -5.217 5.624 0.09
H -0.086 -4.886 6.194 0.09
H -0.381 -5.250 4.476 0.08
O 1.030 7.166 -2.241 -0.05
H 1.595 6.759 -1.567 0.03
H 0.895 6.460 -2.891 0.03
O 4.996 2.048 2.561 -0.25
H 4.550 2.864 2.428 -0.11
Be -3.927 0.919 -2.632 0.34
Br 0.273 -4.737 0.387 0.34
C -4.656 -1.988 6.535 -0.72
O -4.254 -2.485 7.576 0.01
N -3.993 -2.102 5.371 0.18
N -5.799 -1.283 6.460 0.15
H -4.308 -1.701 4.504 0.07
H -3.127 -2.626 5.383 0.06
H -6.329 -1.173 7.315 0.11
H -6.147 -0.866 5.613 0.10
Br 0.873 5.635 3.849 0.04
```

No. 4
Below is a structure of composition C31H70Cl4F3N9O19Tl at a distorted geometry, with properties calculated with wB97M-V/def2-TZVPD.

## Properties
DFT total energy   -148496.3271 eV
Energy above the lowest of the compared OMol25 structures with the same formula, charge and spin   32.74 kcal per mole
Net charge   +1
Orbital gap   2.92 eV
LUMO   -7.417 eV
2S+1   1

The geometry in XYZ format:
```
137
Properties=species:S:1:pos:R:3:lowdin_charge:R:1
Tl 23.615 -7.073 10.603 1.14
C 20.351 -4.872 12.347 -0.42
O 20.477 -4.940 13.771 -0.10
O 21.102 -5.840 11.758 -0.20
C 18.827 -4.765 11.941 -0.54
F 18.107 -5.813 12.382 0.13
F 18.295 -3.695 12.558 0.13
F 18.436 -4.676 10.668 0.16
C 20.897 -3.806 14.524 -0.26
C 20.644 -4.052 16.026 -0.04
H 19.568 -3.981 16.182 0.09
H 20.958 -5.076 16.221 0.05
H 21.160 -3.370 16.700 0.07
H 20.398 -2.881 14.231 0.10
H 21.974 -3.637 14.435 0.08
H 20.720 -3.861 12.123 0.15
C 24.808 -4.047 15.447 0.03
C 25.446 -3.779 14.029 -0.39
C 26.494 -2.662 14.157 -0.13
C 27.783 -3.249 14.708 -0.15
C 28.313 -4.494 13.966 -0.12
C 27.226 -5.581 13.661 -0.43
N 25.973 -4.921 13.209 0.09
O 25.056 -5.862 12.873 0.01
C 27.094 -6.351 15.000 0.00
C 27.788 -6.536 12.594 -0.01
C 24.343 -2.992 13.244 -0.02
H 25.476 -4.479 16.190 0.06
H 24.061 -4.828 15.296 0.07
H 24.323 -3.138 15.792 0.10
H 26.119 -1.790 14.691 0.13
H 26.814 -2.293 13.181 0.11
H 27.834 -3.448 15.778 0.11
H 28.594 -2.598 14.375 0.13
H 29.209 -4.741 14.536 0.14
H 28.778 -4.223 13.013 0.11
H 28.061 -6.843 15.108 0.06
H 26.370 -7.165 14.932 0.10
H 26.941 -5.749 15.893 0.07
H 28.821 -6.815 12.790 0.07
H 27.778 -6.052 11.617 0.06
H 27.132 -7.402 12.509 0.07
H 24.818 -2.442 12.431 0.06
H 23.790 -2.292 13.865 0.08
H 23.644 -3.646 12.719 0.09
C 27.588 2.802 15.973 -0.09
C 26.687 1.551 15.915 -0.23
C 26.896 0.608 17.136 -0.23
C 26.150 0.988 18.409 -0.24
C 24.668 0.700 18.276 -0.28
C 23.806 1.501 19.232 -0.10
H 27.268 3.559 15.253 0.07
H 28.650 2.571 15.916 0.08
H 27.395 3.468 16.819 0.07
H 25.622 1.688 15.732 0.09
H 26.977 0.957 15.046 0.07
H 27.937 0.436 17.420 0.11
H 26.649 -0.440 16.933 0.07
H 26.564 0.526 19.310 0.11
H 26.373 2.015 18.711 0.11
H 24.436 1.012 17.255 0.08
H 24.439 -0.368 18.308 0.10
H 23.914 1.068 20.231 0.07
H 24.275 2.477 19.346 0.08
H 22.749 1.401 18.993 0.07
Cl 30.640 -11.781 14.701 0.57
C 29.904 -10.241 15.184 -0.69
C 30.457 -9.869 16.554 -0.64
Cl 29.426 -8.520 17.067 0.57
H 28.843 -10.478 15.197 0.05
H 30.186 -9.499 14.440 0.03
H 31.494 -9.559 16.655 0.08
H 30.231 -10.609 17.320 0.07
Cl 32.260 -4.685 12.013 0.54
C 31.382 -6.147 11.401 -0.63
C 31.496 -7.380 12.389 -0.64
Cl 30.815 -8.781 11.576 0.62
H 31.672 -6.470 10.403 0.07
H 30.346 -5.818 11.338 0.02
H 31.053 -7.390 13.384 0.05
H 32.531 -7.670 12.571 0.07
C 21.116 -0.323 15.391 0.05
N 21.930 0.909 15.257 -0.44
O 21.447 1.968 15.604 0.09
O 23.039 0.740 14.763 0.03
H 20.167 -0.024 14.947 0.11
H 21.028 -0.540 16.453 0.11
H 21.626 -1.048 14.764 0.07
C 26.764 -3.259 10.343 0.04
N 25.317 -3.205 9.950 -0.40
O 24.732 -4.275 10.040 -0.04
O 24.906 -2.166 9.439 0.10
H 27.231 -2.323 10.652 0.10
H 27.231 -3.440 9.375 0.10
H 27.003 -3.970 11.129 0.06
C 25.217 -10.869 13.726 0.06
N 26.025 -10.233 12.658 -0.42
O 27.235 -10.468 12.636 0.05
O 25.495 -9.447 11.917 0.01
H 25.369 -11.944 13.636 0.11
H 24.167 -10.624 13.584 0.09
H 25.610 -10.612 14.707 0.10
C 26.999 -2.921 18.843 0.06
N 28.127 -3.926 18.952 -0.44
O 27.840 -5.103 18.770 0.02
O 29.222 -3.455 19.030 0.10
H 27.396 -2.022 18.378 0.08
H 26.813 -2.748 19.903 0.11
H 26.147 -3.338 18.314 0.08
C 21.963 -7.150 15.189 0.05
N 22.134 -8.349 14.317 -0.40
O 22.827 -8.262 13.310 -0.06
O 21.627 -9.399 14.654 0.09
H 22.443 -7.491 16.109 0.08
H 20.893 -7.106 15.376 0.11
H 22.486 -6.241 14.910 0.07
C 25.920 -7.663 18.694 0.06
N 24.814 -6.621 18.695 -0.42
O 23.824 -6.812 18.002 0.03
O 24.885 -5.711 19.495 0.06
H 26.177 -7.946 19.711 0.11
H 26.735 -7.194 18.146 0.05
H 25.423 -8.445 18.123 0.09
C 28.455 -7.978 9.042 0.06
N 27.397 -6.983 9.324 -0.42
O 26.459 -7.327 10.024 -0.09
O 27.586 -5.878 8.863 0.08
H 29.380 -7.608 9.475 0.06
H 28.451 -8.043 7.955 0.11
H 28.106 -8.920 9.458 0.10
C 24.662 0.873 11.470 0.05
N 26.094 0.946 11.536 -0.46
O 26.761 0.813 10.531 0.07
O 26.571 1.117 12.653 0.05
H 24.388 1.420 10.569 0.12
H 24.292 1.319 12.389 0.09
H 24.541 -0.204 11.350 0.09
```

- Among the records above, which one has the highest DFT total energy?
  C31H68LiN3O5

- Which of these has the lowest LUMO?
  C31H70Cl4F3N9O19Tl

- Which value of DFT total energy does entry 4 give?
  -148496.3271 eV